Entry 1:
Computed, not measured: a structure of composition C14H11F3N4O7ReS3, with the ωB97M-V functional and the def2-TZVPD basis.

Structure (XYZ):
```
43
Properties=species:S:1:pos:R:3:forces:R:3
Re -1.258379 1.013112 -0.938323 4.65 1.12 2.78
S 0.873721 1.237912 -0.012523 -0.46 -0.98 -0.38
C 0.970821 -0.432788 0.818077 0.49 3.59 -1.21
N 1.995021 -0.728288 1.543277 0.40 -0.79 0.21
N 3.036721 0.072212 1.504477 -1.25 0.49 -0.98
C 4.131621 -0.014088 2.323677 1.04 -0.38 0.87
C 5.256521 0.753112 2.000377 -0.44 -0.16 -0.06
C 6.387621 0.684612 2.783877 0.01 -0.12 0.15
C 6.407521 -0.136588 3.901077 0.10 0.04 0.06
C 5.292221 -0.890188 4.232777 0.18 0.05 -0.08
C 4.156921 -0.840588 3.449877 -0.23 0.17 -0.32
N -0.053679 -1.236788 0.605877 -2.40 -1.21 -0.12
N -1.072579 -0.752188 -0.060823 0.66 -0.96 0.93
C -2.115279 -1.709488 -0.230723 -0.46 -0.45 0.06
C -3.423679 -1.367488 0.142777 0.30 -0.31 0.02
C -4.449379 -2.277788 -0.062223 0.08 0.07 -0.05
C -4.194779 -3.487088 -0.688323 0.05 0.07 0.05
C -2.904679 -3.823988 -1.061423 0.05 -0.05 -0.05
C -1.864779 -2.944788 -0.812923 -0.13 0.28 0.14
H 3.001021 0.835312 0.825077 0.08 -0.11 0.25
H 5.226421 1.383812 1.125777 0.04 0.12 -0.16
H 7.262721 1.258312 2.520177 0.05 0.10 -0.02
H 7.291621 -0.181988 4.514377 0.14 -0.03 0.11
H 5.320321 -1.524188 5.105777 -0.06 -0.07 0.07
H 3.280621 -1.417788 3.689377 -0.12 -0.12 0.07
H -4.545079 -0.020388 0.957077 0.08 -0.17 -0.04
H -5.455079 -2.035788 0.250777 -0.10 0.12 0.00
H -5.017579 -4.154088 -0.895023 -0.04 -0.11 0.04
H -2.706679 -4.761888 -1.556823 0.01 -0.09 -0.01
H -0.848979 -3.181488 -1.082223 0.14 -0.05 -0.07
O -5.053679 1.599712 -1.680223 0.12 0.19 -0.16
S -3.646079 1.570712 -1.569923 -4.31 1.14 -2.13
O -3.006379 0.342512 -1.935723 0.12 -1.96 -0.13
O -3.061279 2.318812 -0.505023 1.35 -0.38 1.64
O -3.623579 -0.134388 0.688777 -0.28 -0.07 0.30
F -0.024479 3.836212 -4.695523 -0.15 -0.32 0.41
C -1.313279 3.687612 -4.390423 -0.09 0.30 -0.33
F -1.794779 4.875112 -4.031323 -0.05 -0.12 0.17
F -1.951479 3.285512 -5.487023 -0.06 -0.19 0.24
S -1.541679 2.457712 -2.991923 0.75 1.24 -3.01
O -0.993479 1.244312 -3.481423 0.48 -1.01 -1.02
O -3.055579 2.518412 -2.935123 -1.55 0.15 0.07
O -0.915079 3.079112 -1.878323 0.81 0.97 1.68
```
Forces are in eV/Å.

The HOMO energy (alpha / beta) is -7.51 / -7.37 eV. The relative energy (zero: lowest compared OMol25 entry of this formula, charge and spin) comes out at 86.6 kcal/mol. The value obtained for the LUMO energy (alpha / beta) is -0.05702 / -0.05941 Ha. The calculation puts the energy at -2858.0724 Eh. Its spin multiplicity is 2. The net charge is 0. For the molar mass, the calculation gives 686.7 g mol⁻¹. Its expectation value of S² is 0.767.

=====

Entry 2:
Computed, not measured: the molecule C14H11F6NO4, with the ωB97M-V functional and the def2-TZVPD basis.

Structure (XYZ):
```
36
Properties=species:S:1:pos:R:3:forces:R:3
C -2.510484 -3.069156 -0.162701 0.41 -0.24 -0.12
C -1.365557 -3.399584 -0.281320 -0.20 0.27 0.14
C 0.055756 -3.685502 -0.372273 0.20 -0.05 -0.37
O 0.819965 -2.982831 0.611928 0.31 0.53 0.14
N 0.665892 -1.606535 0.526419 -0.40 -0.59 0.24
C 1.198016 -0.880068 -0.475883 0.05 0.00 -0.12
O 1.895543 -1.353687 -1.352563 0.02 -0.22 -0.16
C 0.741028 0.548012 -0.430752 0.14 0.12 -0.07
C -0.652725 0.691532 -0.407653 -0.27 0.21 -0.04
C -1.254848 1.932535 -0.407280 0.26 0.04 -0.02
O -2.611742 2.165945 -0.398411 0.13 0.16 0.13
C -3.506500 1.097537 -0.416461 -0.20 -0.31 0.16
C -3.772387 0.510079 0.978067 0.01 0.00 -0.11
F -2.669276 0.070956 1.597887 0.27 0.05 0.00
F -4.355108 1.386341 1.795667 -0.05 0.28 0.01
F -4.596701 -0.547206 0.879332 -0.21 -0.13 -0.25
C -0.449240 3.072495 -0.428758 -0.22 -0.30 0.00
C 0.915317 2.942292 -0.461860 0.13 -0.28 -0.03
C 1.542171 1.687957 -0.473666 -0.22 0.15 0.01
O 2.904182 1.793493 -0.522563 -0.12 0.07 0.04
C 3.773234 0.702960 -0.385580 0.33 -0.44 0.15
C 3.953036 0.306947 1.083007 0.15 0.14 0.00
F 4.571694 1.262633 1.789234 0.08 0.28 -0.02
F 2.790885 0.071493 1.710480 -0.26 0.01 -0.05
F 4.693105 -0.801140 1.199937 0.11 -0.17 -0.26
H -3.530412 -2.839454 -0.064736 -0.56 0.17 0.08
H 0.251369 -4.738270 -0.153927 0.03 0.14 -0.07
H 0.424533 -3.443923 -1.378866 0.00 -0.08 0.23
H 0.118449 -1.195674 1.269765 0.06 -0.15 -0.10
H -1.236670 -0.215897 -0.406896 -0.07 -0.02 0.03
H -3.189936 0.282360 -1.079167 -0.05 0.10 0.09
H -4.460970 1.501614 -0.770596 0.16 -0.16 0.05
H -0.918931 4.042002 -0.421386 -0.04 0.15 0.00
H 1.552346 3.811555 -0.481547 0.07 0.12 0.01
H 4.746369 1.054460 -0.742897 -0.15 -0.11 0.11
H 3.468597 -0.176261 -0.963993 0.09 0.27 0.16
```
Forces are in eV/Å.

The HOMO energy is -8.67 eV. The relative energy (zero: lowest compared OMol25 entry of this formula, charge and spin) comes out at 3.6 kcal/mol. The value obtained for the LUMO energy is 0.02349 Ha. The calculation puts the energy at -1494.9015 Eh. The structure (SMILES) is C#CCONC(=O)c1cc(OCC(F)(F)F)ccc1OCC(F)(F)F. Its spin multiplicity is 1. The net charge is 0. For the molar mass, the calculation gives 371.2 g mol⁻¹.

=====

Entry 3:
Computed, not measured: a structure of composition C14H11N4O4RuS, with the ωB97M-V functional and the def2-TZVPD basis.

Structure (XYZ):
```
35
Properties=species:S:1:pos:R:3:forces:R:3
Ru 1.190686 1.338425 0.103763 -0.23 -0.28 -0.77
O 0.716773 5.037737 1.585539 0.15 -0.13 -0.28
C 0.757848 3.867333 1.367901 -0.61 0.15 1.04
O 1.253122 3.279909 0.282126 0.22 -0.77 -0.62
C 0.226370 2.841633 2.360009 0.19 0.05 -0.27
C -0.256258 3.082850 3.627573 -0.05 0.03 0.00
C -0.620666 1.990501 4.411325 0.02 -0.05 -0.06
C -0.476205 0.693680 3.922068 -0.04 0.08 -0.03
C 0.026933 0.537677 2.649342 0.10 -0.29 -0.26
N 0.337579 1.593431 1.900325 -0.33 0.34 1.26
C 0.340995 -0.768079 1.937060 -0.45 0.07 0.77
O -0.042157 -1.823951 2.355727 0.19 0.08 -0.21
O 1.047762 -0.568233 0.841538 0.27 0.82 -0.66
H -0.332000 4.101956 3.980613 0.02 0.00 -0.01
H -0.998158 2.147914 5.412811 -0.01 0.01 -0.01
H -0.731368 -0.182812 4.500858 0.02 0.00 0.01
C -2.673224 -2.964768 -2.867008 -0.18 0.01 -0.04
C -1.536853 -2.089779 -2.480282 0.09 -0.03 0.00
C -0.216616 -2.443026 -2.543208 0.09 0.04 0.02
C 0.761178 -1.532266 -2.107939 -0.25 0.08 -0.15
N 0.396914 -0.315105 -1.697260 0.13 -0.08 0.06
C -0.880495 0.025263 -1.617646 -0.02 -0.01 -0.06
S -1.264505 1.549527 -0.968268 0.32 0.04 0.29
N -1.837676 -0.851220 -2.006155 0.11 -0.10 -0.12
C 2.203699 -1.862390 -2.096577 0.16 0.05 0.04
H -2.325847 -3.947150 -3.170950 0.04 0.01 0.00
H -3.232673 -2.520071 -3.693215 0.04 0.00 -0.01
H -3.364012 -3.081970 -2.029452 0.03 -0.01 0.01
H 0.072599 -3.416573 -2.908139 -0.04 -0.02 0.02
H -2.807955 -0.577125 -1.924679 -0.03 0.07 0.05
H 2.383175 -2.918180 -2.277094 -0.03 -0.01 0.00
H 2.628492 -1.565486 -1.138259 0.02 -0.07 0.03
H 2.727787 -1.271291 -2.852021 -0.07 0.01 -0.02
N 3.739074 1.313252 -1.757997 -0.14 -0.07 0.04
C 2.785683 1.298389 -1.102437 0.29 0.01 -0.06
```
Forces are in eV/Å.

The HOMO energy (alpha / beta) is -12.91 / -12.98 eV. The value obtained for the LUMO energy (alpha / beta) is -0.15702 / -0.23093 Ha. The calculation puts the energy at -1552.9099 Eh. Its spin multiplicity is 5. The net charge is +1. For the molar mass, the calculation gives 432.4 g mol⁻¹. Its expectation value of S² is 6.025.

=====

Entry 4:
Computed, not measured: a structure of composition C14H11N5PtSbSe4, with the ωB97M-V functional and the def2-TZVPD basis.

Structure (XYZ):
```
36
Properties=species:S:1:pos:R:3:forces:R:3
Pt -0.118601 0.145604 0.260066 0.35 -0.50 -0.11
N 3.586646 1.487080 1.849026 -0.02 0.03 -0.06
C 2.504573 0.723565 1.605114 0.06 0.03 0.14
N 1.689853 0.957163 0.636455 0.10 0.09 -0.02
C 1.852124 2.103797 -0.190570 -0.42 0.07 -0.28
N 0.913378 2.433159 -1.046914 0.33 0.20 0.08
N -0.132723 1.621351 -1.012098 -0.02 0.26 -0.27
C -1.255972 1.750142 -1.718153 -0.08 0.09 -0.11
C -2.230692 0.748702 -1.484007 0.03 -0.06 0.05
C -3.467431 0.683930 -2.148872 0.06 0.09 -0.05
C -4.332966 -0.350411 -1.893644 0.03 -0.05 0.08
C -3.980328 -1.330999 -0.963164 0.01 0.08 -0.13
C -2.768026 -1.220801 -0.316193 -0.11 -0.12 0.17
N -1.911792 -0.226224 -0.552933 -0.39 0.20 -0.37
C 3.041803 2.905551 -0.013314 0.19 0.01 0.11
C 3.349502 3.998976 -0.824302 0.05 -0.07 0.09
C 4.484002 4.754323 -0.580898 -0.11 0.03 -0.11
C 5.326974 4.433373 0.473438 0.06 -0.06 0.09
C 5.040416 3.347421 1.289703 0.05 0.07 -0.04
C 3.907721 2.588938 1.046277 -0.12 0.08 -0.17
H 4.130942 1.306645 2.673782 -0.01 -0.07 0.04
H 2.310276 -0.122409 2.255920 -0.07 0.01 0.02
H -1.404486 2.575241 -2.401202 0.03 -0.03 -0.02
H -3.709795 1.463492 -2.858951 -0.02 -0.02 -0.01
H -5.285944 -0.398499 -2.405336 0.00 0.00 0.00
H -4.635690 -2.152357 -0.717278 -0.02 0.02 0.02
H -2.470789 -1.939526 0.434144 0.09 0.05 0.02
H 2.673950 4.232340 -1.635019 0.01 0.04 0.00
H 4.706514 5.601815 -1.216220 0.02 0.00 0.01
H 6.212438 5.026093 0.661935 -0.01 0.00 0.02
H 5.692988 3.094137 2.116895 -0.01 -0.01 0.00
Se -0.385750 -0.159302 5.455699 -0.09 0.12 -0.37
Sb -1.436768 -0.121524 3.257812 -0.03 -0.55 0.75
Se 0.011831 -1.743468 1.785638 -0.35 0.23 0.55
Se -3.807101 -0.645765 3.088240 0.42 0.08 -0.14
Se -0.965054 2.126878 2.136144 -0.02 -0.33 0.00
```
Forces are in eV/Å.

The HOMO energy (alpha / beta) is -3.50 / -4.01 eV. The value obtained for the LUMO energy (alpha / beta) is 0.08133 / 0.04288 Ha. The calculation puts the energy at -10779.3193 Eh. Its spin multiplicity is 3. The net charge is -1. For the molar mass, the calculation gives 882.0 g mol⁻¹. Its expectation value of S² is 2.063.

=====

no.,maximum force (eV Å⁻¹)
1,5.5
2,0.8
3,1.3
4,0.9